(1)
11
Properties=species:S:1:pos:R:3:nbo_charge:R:1 method="wB97M-V/def2-TZVPD" mol_weight_g_mol=83.09 lumo_ev=0.5866 charge=0 homo_lumo_gap_ev=11.239 smiles="C[C@H](C#N)C=O" homo_ev=-10.652 energy_ev=-7765.8022 e_above_lowest_ev=0.7243
C 0.46 0.89 -0.84 -0.5953
C 0.32 -0.25 0.16 -0.4239
C -0.08 -1.54 -0.42 0.2769
N -0.44 -2.57 -0.80 -0.2993
C -0.74 0.05 1.23 0.4559
O -1.49 0.99 1.16 -0.4873
H 1.15 0.62 -1.65 0.2255
H -0.51 1.16 -1.26 0.2357
H 0.86 1.77 -0.32 0.2258
H 1.27 -0.43 0.69 0.2595
H -0.79 -0.68 2.06 0.1266

(2)
12
Properties=species:S:1:pos:R:3:nbo_charge:R:1 method="wB97M-V/def2-TZVPD" mol_weight_g_mol=72.06 lumo_ev=0.4451 charge=0 homo_lumo_gap_ev=10.680 smiles=O.O.O.O homo_ev=-10.235 energy_ev=-8319.7357 e_above_lowest_ev=0.9403
O 1.45 -1.38 1.69 -0.9680
H 1.69 -2.16 1.18 0.4547
H 0.87 -0.89 1.10 0.4899
O -0.05 0.19 0.12 -0.9482
H -0.95 -0.05 -0.11 0.4869
H -0.03 1.14 0.05 0.4819
O -2.87 -1.49 -0.13 -0.9440
H -3.17 -2.37 -0.36 0.4778
H -3.37 -0.90 -0.69 0.4680
O 2.22 2.27 -1.04 -0.9325
H 2.54 2.75 -0.28 0.4700
H 1.67 2.89 -1.51 0.4635

(3)
12
Properties=species:S:1:pos:R:3:nbo_charge:R:1 method="wB97M-V/def2-TZVPD" mol_weight_g_mol=86.10 lumo_ev=0.7812 charge=0 homo_lumo_gap_ev=10.263 homo_ev=-9.481 energy_ev=-8127.8979 e_above_lowest_ev=4.1949
C -1.33 -1.26 -0.80 -0.0052
C 0.99 -0.68 -0.38 -0.4474
N 1.33 2.85 0.99 -0.1256
N 0.46 2.16 1.16 0.2481
N -0.54 1.64 1.55 -0.5544
N -0.43 -0.62 -0.24 -0.4630
H -1.27 -2.20 -1.36 0.1429
H -2.47 -0.93 -0.67 0.1623
H 1.41 0.22 0.22 0.2147
H 1.35 -1.64 -0.26 0.2054
H 1.31 -0.26 -1.45 0.2111
H -0.81 0.73 1.23 0.4111

(4)
43
Properties=species:S:1:pos:R:3:nbo_charge:R:1 method="wB97M-V/def2-TZVPD" mol_weight_g_mol=430.04 lumo_ev=-0.0063 charge=0 homo_lumo_gap_ev=6.831 homo_ev=-6.838 energy_ev=-39650.7112 e_above_lowest_ev=0.1049
Sr 0.72 -2.16 -1.86 1.8081
N 2.95 0.91 1.05 -0.8495
C 3.79 0.00 0.26 -0.3317
C 2.88 -0.94 -0.51 0.7693
O 2.02 -1.59 0.16 -0.8214
O 2.97 -1.02 -1.77 -0.8224
H 3.53 1.50 1.64 0.3692
H 2.35 0.36 1.65 0.3812
H 4.47 -0.61 0.86 0.1973
H 4.39 0.57 -0.45 0.2063
C -0.43 -4.74 -1.77 -0.8075
C -1.36 -3.84 -1.25 -0.0695
C -2.43 -3.28 -2.03 -0.3024
C -3.14 -2.19 -1.63 -0.1138
C -2.88 -1.56 -0.39 -0.3371
C -1.89 -2.11 0.43 -0.0676
C -1.17 -3.21 0.04 -0.4142
C -3.46 -0.31 -0.06 0.3205
N -3.85 0.74 0.21 -0.4155
H -0.66 -5.26 -2.69 0.2086
H 0.24 -5.24 -1.08 0.2044
H -2.65 -3.74 -2.99 0.2151
H -3.90 -1.77 -2.27 0.2253
H -1.68 -1.66 1.39 0.2120
H -0.41 -3.62 0.70 0.2247
N 1.23 1.43 -1.32 -0.8203
C -0.08 1.23 -1.45 0.3527
S -0.70 0.32 -2.77 -0.4365
N -0.92 1.74 -0.55 -0.6214
C -0.54 2.46 0.62 0.1992
C -1.01 2.03 1.85 -0.2423
C -0.66 2.73 3.00 -0.1865
C 0.17 3.84 2.92 -0.2185
C 0.62 4.27 1.68 -0.1993
C 0.26 3.59 0.53 -0.2527
H 1.83 0.98 -1.99 0.4276
H 1.64 1.65 -0.41 0.4434
H -1.89 1.46 -0.62 0.4514
H -1.66 1.17 1.90 0.2319
H -1.03 2.39 3.96 0.2183
H 0.45 4.38 3.82 0.2173
H 1.25 5.15 1.61 0.2179
H 0.60 3.94 -0.44 0.2286

(5)
46
Properties=species:S:1:pos:R:3:nbo_charge:R:1 method="wB97M-V/def2-TZVPD" mol_weight_g_mol=597.55 lumo_ev="-9.0635 / -12.4121" charge=+3 spin_multiplicity=5 homo_lumo_gap_ev="7.464 / 5.785" homo_ev="-16.528 / -18.197" energy_ev=-47424.8239 e_above_lowest_ev=0.2183
Pt 0.07 0.23 0.15 0.8393
S -1.31 -1.40 0.73 0.2365
C -0.18 -2.79 0.58 0.1221
N -0.56 -4.05 0.76 -0.1175
N -1.88 -4.32 0.92 -0.3531
C -2.24 -5.57 1.32 0.3453
C -3.63 -5.84 1.53 -0.2345
C -3.99 -7.05 1.99 -0.1282
C -3.00 -8.06 2.21 0.0325
C -1.62 -7.79 2.00 -0.1697
C -1.24 -6.58 1.54 -0.1940
N 1.09 -2.56 0.30 -0.1442
N 1.46 -1.25 0.30 -0.3800
C 2.82 -1.14 0.32 0.2878
C 3.65 -2.23 -0.17 -0.1628
C 5.01 -2.09 -0.15 -0.1934
C 5.59 -0.91 0.37 0.0026
C 4.78 0.14 0.89 -0.1752
C 3.42 0.03 0.87 -0.2054
H -2.60 -3.65 0.69 0.4110
H -4.37 -5.07 1.32 0.2511
H -5.03 -7.26 2.19 0.2700
H -3.31 -9.05 2.53 0.2586
H -0.89 -8.56 2.19 0.2696
H -0.20 -6.36 1.31 0.2708
H 3.18 -3.11 -0.55 0.2700
H 5.64 -2.89 -0.53 0.2708
H 6.67 -0.82 0.38 0.2586
H 5.25 1.01 1.33 0.2619
H 2.80 0.79 1.33 0.2341
N 2.41 3.42 -1.31 -0.2919
C 2.39 2.11 -1.14 0.2523
N 1.21 1.78 -0.65 -0.5663
C 0.55 2.99 -0.54 0.2934
N 1.25 4.00 -0.93 -0.1591
C -0.84 2.99 -0.12 0.1103
C -1.64 4.12 -0.06 0.0735
N -2.93 4.03 0.25 -0.2684
C -3.43 2.82 0.49 0.0453
C -2.63 1.68 0.45 0.0354
N -1.33 1.77 0.15 -0.4179
H 3.16 3.99 -1.69 0.4668
H 3.20 1.44 -1.40 0.2590
H -1.23 5.10 -0.25 0.2583
H -4.48 2.74 0.72 0.2514
H -3.05 0.71 0.66 0.2235

(6)
32
Properties=species:S:1:pos:R:3:nbo_charge:R:1 method="wB97M-V/def2-TZVPD" mol_weight_g_mol=278.27 lumo_ev=-0.2904 charge=0 homo_lumo_gap_ev=8.281 smiles="O=C1CCCO1.O=C1CCCO1.NPN=C=S" homo_ev=-8.572 energy_ev=-40869.6401
O -3.15 -4.62 -0.13 -0.5600
C -2.40 -5.02 -0.98 0.7869
C -0.89 -5.05 -0.89 -0.5301
C -0.49 -5.26 -2.33 -0.4308
C -1.66 -6.02 -2.89 -0.0712
O -2.80 -5.55 -2.17 -0.4886
H -0.60 -5.89 -0.25 0.2351
H -0.51 -4.11 -0.49 0.2486
H 0.47 -5.78 -2.45 0.2209
H -0.40 -4.29 -2.83 0.2166
H -1.57 -7.10 -2.74 0.1751
H -1.80 -5.83 -3.96 0.1956
O -0.33 4.12 0.19 -0.5819
C -0.02 4.60 1.25 0.7955
C 1.36 5.06 1.64 -0.5301
C 1.24 5.19 3.15 -0.4303
C -0.22 5.53 3.32 -0.0717
O -0.90 4.85 2.25 -0.4813
H 1.57 6.02 1.16 0.2398
H 2.11 4.32 1.36 0.2430
H 1.91 5.93 3.58 0.2241
H 1.45 4.23 3.62 0.2135
H -0.42 6.60 3.23 0.1793
H -0.61 5.18 4.28 0.2011
N -0.01 0.96 -1.09 -1.1317
P 1.20 0.86 0.18 0.8737
N 2.36 -0.46 -0.10 -0.7085
C 1.83 -1.25 -0.99 0.2427
S 1.76 -2.20 -2.36 -0.0036
H -0.80 1.48 -0.66 0.4138
H 0.33 1.46 -1.93 0.3856
H 1.99 2.06 0.02 -0.0708

(7)
39
Properties=species:S:1:pos:R:3:nbo_charge:R:1 method="wB97M-V/def2-TZVPD" mol_weight_g_mol=262.38 lumo_ev=0.6320 charge=0 homo_lumo_gap_ev=10.378 smiles="C=C(C)C(=O)OC[Si](OCC)(OCC)OCC" homo_ev=-9.746 energy_ev=-29880.2404 e_above_lowest_ev=1.7779
C 3.94 -3.66 0.01 -0.3076
C 3.25 -2.52 0.12 -0.1146
C 3.90 -1.21 0.19 -0.6416
C 1.76 -2.59 0.20 0.7702
O 1.15 -3.49 -0.33 -0.5571
O 1.28 -1.38 0.71 -0.5185
C -0.05 -1.40 1.00 -0.5722
Si -0.78 0.28 0.54 2.2900
O -2.19 0.83 1.34 -0.9179
C -2.49 2.23 1.19 -0.0653
C -3.86 2.52 1.64 -0.6259
O 0.41 1.40 1.04 -0.8899
C 1.25 1.69 -0.02 -0.0727
C 0.77 2.63 -1.08 -0.6458
O -0.99 0.48 -1.09 -0.9175
C -2.30 0.05 -1.50 -0.0838
C -2.23 -1.44 -1.77 -0.6485
H 4.98 -3.75 0.01 0.1903
H 3.52 -4.64 0.07 0.2057
H 4.85 -1.25 -0.41 0.2195
H 3.30 -0.40 -0.22 0.2298
H 4.24 -1.08 1.22 0.2318
H -0.60 -2.19 0.44 0.2302
H -0.23 -1.55 2.04 0.2091
H -2.25 2.48 0.15 0.1663
H -1.73 2.84 1.71 0.1834
H -4.05 1.98 2.54 0.2217
H -4.58 2.28 0.92 0.2069
H -3.89 3.60 1.94 0.2133
H 2.17 2.16 0.42 0.1746
H 1.58 0.69 -0.34 0.1638
H 0.30 3.48 -0.61 0.2077
H 0.12 2.31 -1.87 0.2256
H 1.60 3.07 -1.59 0.2099
H -2.51 0.60 -2.40 0.1792
H -3.00 0.37 -0.75 0.1898
H -2.87 -1.71 -2.60 0.2205
H -1.20 -1.79 -2.07 0.2346
H -2.55 -1.92 -0.80 0.2051

(8)
7
Properties=species:S:1:pos:R:3:nbo_charge:R:1 method="wB97M-V/def2-TZVPD" mol_weight_g_mol=221.91 lumo_ev="-1.6088 / -1.6093" charge=0 homo_lumo_gap_ev="7.727 / 7.729" homo_ev="-9.335 / -9.339" energy_ev=-153928.8247 e_above_lowest_ev=1.5948
N -0.29 1.56 -1.37 -0.7972
N -1.39 -0.56 0.22 -0.7889
S -0.30 -0.64 -0.91 0.6458
Br -0.21 2.66 0.17 0.1629
Br -3.26 0.27 -0.08 0.0417
H -1.36 1.57 -1.63 0.3624
H -1.20 -0.06 0.99 0.3734

(9)
58
Properties=species:S:1:pos:R:3:nbo_charge:R:1 method="wB97M-V/def2-TZVPD" mol_weight_g_mol=345.36 lumo_ev=-2.5211 charge=+1 homo_lumo_gap_ev=9.702 homo_ev=-12.223 energy_ev=-36413.3476 e_above_lowest_ev=4.5401
C -3.93 -2.33 0.67 -0.6097
C -2.76 -1.62 -0.01 -0.4010
C -1.85 -0.95 1.01 -0.4562
C -0.84 -0.04 0.34 0.1709
C -0.62 0.44 -0.90 -0.1009
N 0.66 1.19 -0.80 -0.4925
C 0.92 1.39 0.44 0.3319
N 0.02 0.65 1.21 -0.5254
H -4.85 -2.17 -0.02 0.2185
H -4.29 -1.73 1.49 0.2056
H -3.73 -3.39 0.89 0.2143
H -3.26 -0.85 -0.62 0.2052
H -2.31 -2.38 -0.64 0.2061
H -1.32 -1.71 1.63 0.2478
H -2.48 -0.37 1.70 0.2384
H -1.09 0.42 -1.89 0.2549
H 1.02 1.79 -1.49 0.4468
H 1.60 1.96 1.03 0.2629
H -0.04 0.70 2.24 0.4761
H 4.54 -0.63 -1.87 0.5037
H 4.75 -0.93 -0.34 0.4845
O 4.96 -0.36 -1.01 -0.9141
H -1.61 -1.50 -4.71 0.4862
H -0.84 -1.23 -3.46 0.5086
O -1.75 -1.05 -3.87 -0.9736
H -0.59 2.22 -3.13 0.5179
H -0.57 3.81 -2.87 0.4965
O -0.07 3.01 -2.84 -1.0216
H -0.11 3.62 -0.08 0.4581
H -0.47 4.68 0.61 0.4682
O -0.83 3.73 0.53 -0.9218
H 0.94 -1.40 3.01 0.5114
H 0.59 -3.06 2.90 0.5041
O 0.44 -2.22 3.27 -1.0121
H 0.50 -5.37 -0.09 0.4784
H 1.96 -4.97 -0.36 0.4777
O 1.18 -4.71 0.11 -0.9549
H 0.58 -1.97 -1.22 0.5028
H -0.38 -3.12 -1.91 0.5001
O 0.00 -2.21 -1.99 -0.9878
H 3.97 0.60 -0.29 0.4796
H 4.10 2.09 -0.28 0.4829
O 3.42 1.42 0.03 -1.0095
H -1.93 1.26 4.12 0.4804
H -2.03 -0.07 3.34 0.4783
O -2.02 0.90 3.22 -0.9438
H 0.54 -0.29 4.53 0.5112
H 0.58 1.31 4.39 0.4978
O 0.81 0.46 4.03 -0.9844
H -2.12 0.64 -3.88 0.5113
H -2.67 2.12 -3.72 0.4889
O -1.92 1.56 -3.89 -0.9766
H 2.48 0.39 2.49 0.4690
H 3.42 0.14 1.44 0.4786
O 2.85 -0.38 2.07 -0.9579
H 1.49 3.26 -1.93 0.4918
H 2.93 3.70 -1.48 0.4790
O 2.06 3.55 -1.16 -0.9827